Below is 8 unconnected molecules or ions with the total composition C47H100O17, with properties calculated with ωB97M-V/def2-TZVPD.

Geometry as XYZ:
```
164
Properties=species:S:1:pos:R:3:forces:R:3
C 7.647 -2.548 -0.166 0.04 0.10 0.15
C 6.477 -1.700 -0.679 -0.02 -0.09 0.00
C 6.454 -0.278 -0.121 -0.12 -0.04 0.08
C 5.465 0.642 -0.853 -0.02 0.02 -0.05
C 4.221 0.979 -0.032 0.09 0.07 -0.03
C 3.072 1.564 -0.855 -0.07 -0.09 -0.10
C 1.719 1.151 -0.291 -0.04 0.12 0.04
C 0.520 1.688 -1.015 -0.07 -0.06 0.05
C 0.504 2.130 -2.273 -0.02 0.10 -0.07
C -0.735 2.654 -2.901 -0.01 0.05 -0.03
O -0.687 3.333 -3.906 -0.03 -0.15 -0.04
C -2.025 2.328 -2.248 0.00 -0.02 0.02
C -2.062 1.897 -0.989 0.22 -0.10 0.10
C -3.292 1.570 -0.208 -0.08 0.09 -0.02
C -3.360 0.088 0.207 -0.01 -0.15 0.10
C -4.491 -0.672 -0.478 0.02 0.04 0.02
C -4.699 -2.080 0.083 0.02 0.06 0.02
C -5.244 -3.004 -0.996 -0.02 0.00 -0.03
O -5.787 -4.222 -0.530 -0.10 0.04 0.11
C -4.929 -4.948 0.319 0.06 -0.10 -0.10
C -0.764 1.759 -0.244 -0.09 0.05 0.10
O -0.770 1.740 0.972 0.02 -0.20 -0.10
H 7.349 -3.212 0.646 0.00 0.00 0.00
H 8.084 -3.158 -0.956 -0.04 -0.06 0.02
H 8.446 -1.913 0.223 0.02 0.00 -0.05
H 5.535 -2.192 -0.416 -0.05 0.01 -0.17
H 6.513 -1.645 -1.770 0.04 0.02 0.01
H 6.164 -0.321 0.935 0.21 0.05 0.04
H 7.466 0.131 -0.164 -0.02 0.02 0.00
H 5.146 0.163 -1.785 0.07 0.01 0.00
H 5.971 1.569 -1.137 -0.08 0.01 -0.08
H 4.509 1.690 0.747 -0.13 -0.11 0.16
H 3.870 0.073 0.476 0.05 0.00 0.00
H 3.160 1.202 -1.885 -0.02 0.02 -0.01
H 3.129 2.655 -0.894 0.05 0.00 -0.01
H 1.648 0.056 -0.303 -0.03 0.02 0.07
H 1.638 1.442 0.759 0.05 -0.02 0.02
H 1.390 2.170 -2.893 0.03 0.06 0.04
H -2.929 2.494 -2.823 0.03 0.10 -0.04
H -4.167 1.831 -0.807 0.00 0.02 0.03
H -3.305 2.196 0.686 -0.04 0.01 0.00
H -2.419 -0.418 -0.028 0.02 0.02 0.02
H -3.468 0.009 1.292 -0.08 0.05 -0.01
H -4.269 -0.739 -1.549 -0.03 0.06 -0.02
H -5.422 -0.105 -0.378 -0.02 -0.03 -0.06
H -5.399 -2.052 0.922 0.01 0.02 0.00
H -3.749 -2.458 0.472 -0.01 -0.06 -0.03
H -6.064 -2.504 -1.516 0.00 -0.01 -0.02
H -4.457 -3.208 -1.739 0.02 0.01 0.04
H -3.925 -5.050 -0.114 0.00 0.00 -0.02
H -5.361 -5.940 0.431 0.01 0.00 0.03
H -4.837 -4.488 1.307 0.01 0.01 0.00
C 3.413 4.617 2.668 0.15 -0.09 0.18
O 2.554 4.575 1.547 -0.02 0.05 0.01
C 1.217 4.260 1.906 0.04 -0.06 -0.07
C 0.330 5.483 1.971 -0.03 0.05 -0.03
O 0.722 6.384 2.992 0.03 -0.03 0.03
C 1.484 7.479 2.523 0.01 0.00 0.00
H 4.381 5.001 2.348 -0.04 0.01 -0.11
H 3.017 5.265 3.454 0.01 0.02 -0.02
H 3.557 3.612 3.084 -0.03 0.00 -0.01
H 1.201 3.738 2.869 -0.03 -0.01 -0.02
H 0.819 3.576 1.155 0.01 0.04 0.03
H -0.692 5.160 2.187 -0.01 0.00 -0.01
H 0.327 5.989 0.998 0.00 0.00 0.00
H 0.860 8.180 1.958 0.00 -0.01 -0.02
H 2.312 7.153 1.889 0.01 0.00 0.01
H 1.884 7.992 3.397 -0.02 0.01 0.00
C -3.543 1.518 4.053 0.13 -0.04 -0.06
O -4.810 1.716 3.458 -0.02 0.06 0.05
C -5.609 0.542 3.428 -0.03 0.00 -0.20
C -6.659 0.539 4.516 -0.08 0.01 0.01
O -6.079 0.490 5.809 0.05 0.00 -0.03
C -6.036 1.753 6.445 0.00 0.06 0.00
H -3.089 2.496 4.205 -0.03 0.02 -0.03
H -3.617 1.003 5.014 -0.04 0.02 0.01
H -2.893 0.936 3.388 0.04 0.00 0.04
H -4.979 -0.351 3.516 0.02 0.01 0.01
H -6.107 0.512 2.453 -0.04 -0.07 0.04
H -7.288 -0.349 4.397 0.01 -0.01 -0.01
H -7.299 1.423 4.417 0.00 0.00 0.00
H -7.033 2.061 6.776 0.00 0.01 -0.02
H -5.639 2.521 5.775 0.01 0.02 0.03
H -5.381 1.665 7.310 -0.03 -0.04 0.01
C -9.720 3.907 4.085 -0.05 -0.02 -0.05
O -8.395 3.766 4.554 0.01 -0.04 0.09
C -7.495 4.748 4.066 0.05 -0.07 -0.09
C -7.223 5.825 5.093 0.02 0.03 0.05
O -8.383 6.578 5.398 -0.04 -0.03 -0.04
C -9.014 6.193 6.603 0.00 0.00 0.00
H -10.344 3.234 4.671 0.01 -0.01 -0.01
H -10.092 4.929 4.198 0.04 0.01 0.03
H -9.792 3.621 3.029 -0.03 0.04 -0.01
H -7.886 5.200 3.148 0.00 0.01 0.01
H -6.554 4.243 3.823 0.00 0.00 -0.01
H -6.473 6.513 4.692 0.00 0.00 0.00
H -6.813 5.371 6.002 0.00 0.00 -0.01
H -8.424 6.502 7.472 0.01 -0.02 0.00
H -9.173 5.113 6.649 -0.01 0.00 0.00
H -9.978 6.698 6.637 0.01 0.01 0.01
C 6.205 -1.570 -4.949 0.00 0.00 0.00
O 7.182 -2.397 -4.349 0.03 -0.02 -0.03
C 6.672 -3.629 -3.870 -0.03 0.06 0.06
C 6.948 -4.778 -4.815 0.03 -0.04 -0.05
O 6.270 -4.630 -6.049 -0.04 0.07 0.02
C 7.092 -4.139 -7.094 0.01 -0.06 -0.03
H 6.730 -0.748 -5.432 0.00 0.01 0.02
H 5.620 -2.113 -5.695 0.00 0.01 -0.01
H 5.523 -1.158 -4.195 -0.01 -0.02 0.00
H 5.594 -3.549 -3.690 0.00 -0.01 0.00
H 7.159 -3.834 -2.912 -0.01 -0.04 0.00
H 6.597 -5.705 -4.352 0.00 0.00 0.01
H 8.027 -4.869 -4.980 0.00 0.00 0.00
H 7.793 -4.910 -7.431 0.04 0.03 0.02
H 7.653 -3.254 -6.783 0.00 0.00 0.00
H 6.434 -3.871 -7.920 0.00 -0.02 0.00
C -8.066 1.940 0.839 0.10 -0.02 0.06
O -8.226 0.534 0.784 0.07 -0.01 -0.06
C -9.578 0.110 0.768 -0.02 0.01 0.06
C -10.043 -0.251 -0.627 0.00 -0.04 -0.05
O -10.045 0.870 -1.493 0.02 0.05 0.04
C -8.922 0.932 -2.350 0.00 0.00 -0.01
H -7.014 2.146 0.642 0.00 0.04 0.02
H -8.679 2.451 0.094 -0.01 -0.02 0.00
H -8.311 2.320 1.838 -0.02 0.01 -0.01
H -10.226 0.889 1.184 0.00 -0.01 0.00
H -9.659 -0.774 1.407 0.00 0.00 0.00
H -11.066 -0.632 -0.571 0.00 0.00 0.00
H -9.407 -1.046 -1.032 -0.01 -0.01 0.01
H -8.978 0.163 -3.128 0.01 -0.02 0.01
H -7.986 0.810 -1.798 0.01 0.01 0.00
H -8.933 1.912 -2.824 -0.01 -0.01 -0.01
C 1.423 0.987 4.107 -0.01 0.00 -0.03
O 2.789 0.843 3.758 -0.02 0.00 -0.11
C 3.654 0.677 4.867 -0.01 0.06 0.01
C 4.045 -0.771 5.067 0.03 -0.05 -0.01
O 2.935 -1.583 5.402 -0.04 0.04 0.01
C 2.411 -2.314 4.310 -0.01 0.00 -0.01
H 0.844 0.912 3.187 0.00 0.03 0.00
H 1.102 0.209 4.804 -0.01 -0.01 -0.01
H 1.236 1.968 4.558 0.01 -0.02 0.04
H 3.187 1.066 5.778 0.00 -0.01 0.00
H 4.560 1.262 4.675 0.00 0.01 0.00
H 4.765 -0.834 5.888 0.00 0.00 0.00
H 4.532 -1.147 4.160 0.01 0.00 0.00
H 3.087 -3.126 4.020 0.01 0.01 -0.01
H 2.234 -1.672 3.443 -0.01 0.00 0.00
H 1.465 -2.744 4.635 0.01 -0.01 0.01
C 12.352 -7.412 -9.983 0.00 0.00 0.00
O 11.729 -8.570 -9.461 -0.06 0.00 -0.02
C 11.377 -8.464 -8.094 0.06 0.00 0.01
C 9.909 -8.152 -7.904 -0.06 -0.01 0.02
O 9.563 -6.876 -8.414 0.05 0.04 -0.02
C 8.942 -6.919 -9.686 -0.02 0.00 0.02
H 12.410 -7.538 -11.063 0.02 -0.01 0.00
H 11.780 -6.509 -9.756 0.00 0.00 -0.01
H 13.366 -7.299 -9.586 -0.01 0.01 0.02
H 11.984 -7.696 -7.602 0.00 -0.01 0.00
H 11.597 -9.425 -7.619 0.00 0.00 0.00
H 9.684 -8.154 -6.833 0.00 0.00 0.00
H 9.301 -8.930 -8.378 0.00 0.00 0.00
H 7.915 -7.291 -9.605 0.01 -0.02 -0.02
H 9.497 -7.551 -10.383 0.00 0.01 -0.01
H 8.917 -5.900 -10.069 -0.01 0.00 0.02
```
Positions in Å, forces in eV/Å.

Output
- E_HOMO: -0.3372 hartree
- Orbital gap: 8.070 eV
- DFT total energy: -3129.5316 hartree
- SMILES: CCCCCCCC1=CC(=O)C=C(CCCCCOC)C1=O.COCCOC.COCCOC.COCCOC.COCCOC.COCCOC.COCCOC.COCCOC
- Strongest force on any atom: 0.26 eV/Å